[1]
Computed, not measured: C19H22N2O4S in the gas phase, with ωB97M-V/def2-TZVPD.

Atoms and positions in Å:
C 2.788 3.393 0.645
C 3.005 1.887 0.777
N 2.322 1.140 -0.258
C 3.156 0.662 -1.350
C 4.166 -0.354 -0.880
C 3.785 -1.363 -0.003
C 4.710 -2.299 0.423
C 6.019 -2.242 -0.025
C 6.403 -1.241 -0.900
C 5.480 -0.298 -1.322
C 1.012 0.829 -0.282
O 0.494 0.203 -1.184
C 0.135 1.306 0.890
O -0.902 0.355 1.088
C -0.479 -0.879 1.379
O 0.675 -1.154 1.582
C -1.621 -1.868 1.488
N -2.895 -1.323 1.113
C -3.644 -1.904 0.136
O -3.371 -2.989 -0.341
C -4.837 -1.154 -0.270
C -5.749 -1.557 -1.204
C -6.793 -0.633 -1.398
C -6.684 0.478 -0.617
C -7.593 1.651 -0.544
S -5.271 0.399 0.383
H 3.108 3.735 -0.336
H 1.740 3.651 0.772
H 3.369 3.917 1.399
H 4.070 1.663 0.679
H 2.696 1.541 1.766
H 3.659 1.513 -1.820
H 2.483 0.203 -2.081
H 2.766 -1.412 0.350
H 4.404 -3.078 1.105
H 6.739 -2.975 0.307
H 7.422 -1.190 -1.253
H 5.784 0.483 -2.005
H 0.697 1.426 1.818
H -0.370 2.236 0.621
H -1.636 -2.246 2.520
H -1.419 -2.717 0.824
H -3.095 -0.376 1.397
H -5.655 -2.492 -1.725
H -7.599 -0.783 -2.094
H -8.031 1.737 0.450
H -8.394 1.545 -1.272
H -7.050 2.573 -0.748

Atoms 1-2, force components in eV/Å:
C 0.129 -0.281 0.058
C -0.083 0.380 0.257

- LUMO energy (eV) = 0.5
- E_tot (eV) = -42066.60652
- SMILES = CCN(Cc1ccccc1)C(=O)COC(=O)CNC(=O)c1ccc(C)s1
- Kohn-Sham gap (eV) = 9.33
- energy relative to the best compared isomer or geometry (same formula, charge and spin) (kcal per mole) = 10.4

Here are the Löwdin charges for atoms 1 to 5, given in e: atom 1 (C): -0.060, atom 2 (C): -0.201, atom 3 (N): -0.056, atom 4 (C): -0.092, atom 5 (C): -0.214

=====

[2]
Computed, not measured: C19H22N2O4S in the gas phase, with ωB97M-V/def2-TZVPD.

Atoms and positions in Å:
C -6.018 2.956 0.965
C -5.473 1.597 0.651
C -4.612 1.418 -0.426
C -4.098 0.174 -0.736
C -4.423 -0.928 0.050
N -3.929 -2.212 -0.225
C -2.732 -2.592 -0.745
O -2.531 -3.743 -1.074
C -1.666 -1.545 -0.833
C -0.926 -1.437 -2.008
C 0.094 -0.507 -2.099
C 0.376 0.287 -1.005
S 1.712 1.462 -1.135
O 1.756 2.270 0.053
O 1.663 2.121 -2.407
N 3.029 0.419 -1.192
C 3.427 -0.084 0.106
C 4.766 -0.831 0.033
C 5.952 0.121 -0.239
C 6.943 -0.211 0.880
C 6.011 -0.751 1.963
O 5.029 -1.486 1.261
C -0.323 0.169 0.179
C -1.353 -0.752 0.267
C -5.303 -0.763 1.115
C -5.818 0.486 1.409
H -5.204 3.652 1.166
H -6.583 3.343 0.118
H -6.671 2.924 1.833
H -4.348 2.266 -1.041
H -3.453 0.057 -1.593
H -4.559 -2.981 -0.032
H -1.165 -2.082 -2.840
H 0.673 -0.380 -2.999
H 3.785 0.868 -1.691
H 2.651 -0.779 0.438
H 3.492 0.731 0.840
H 4.682 -1.609 -0.734
H 6.379 -0.033 -1.227
H 5.623 1.158 -0.156
H 7.515 0.652 1.211
H 7.630 -0.995 0.560
H 6.494 -1.433 2.663
H 5.548 0.074 2.524
H -0.056 0.806 1.007
H -1.908 -0.858 1.187
H -5.579 -1.617 1.715
H -6.496 0.596 2.242

Atoms 1-2, force components in eV/Å:
C 0.025 0.028 -0.035
C -0.011 -0.048 0.041

- LUMO energy (eV) = 0.2
- E_tot (eV) = -42065.52038
- SMILES = Cc1ccc(NC(=O)c2ccc(S(=O)(=O)NC[C@H]3CCCO3)cc2)cc1
- Kohn-Sham gap (eV) = 8.79
- energy relative to the best compared isomer or geometry (same formula, charge and spin) (kcal per mole) = 35.5

Here are the Löwdin charges for atoms 1 to 5, given in e: atom 1 (C): -0.053, atom 2 (C): -0.284, atom 3 (C): -0.030, atom 4 (C): -0.018, atom 5 (C): -0.258

=====

[3]
Computed, not measured: C19H22N4O5 in the gas phase at a distorted geometry, with ωB97M-V/def2-TZVPD.

Atoms and positions in Å:
C 2.477 -1.083 -3.685
C 2.831 -2.061 -2.563
C 1.842 -3.224 -2.440
C 3.126 -1.352 -1.242
O 4.247 -1.436 -0.766
N 2.178 -0.605 -0.625
C 0.767 -0.498 -0.899
C -0.023 -1.070 0.286
N 0.330 -0.343 1.498
C -0.559 -0.482 2.586
C -0.285 -1.243 3.715
C -1.199 -1.321 4.752
C -2.402 -0.641 4.675
C -2.687 0.144 3.573
C -1.768 0.241 2.538
N -1.950 1.070 1.429
C -3.039 1.783 1.058
O -4.112 1.824 1.624
C -2.803 2.538 -0.200
C -3.633 3.415 -0.866
C -2.945 3.815 -2.022
C -1.742 3.148 -1.981
N -0.653 3.131 -2.880
O -0.738 3.832 -3.866
O 0.283 2.407 -2.600
O -1.654 2.377 -0.881
C 1.748 -0.496 1.775
C 2.528 0.089 0.598
H 1.537 -0.566 -3.516
H 2.407 -1.623 -4.627
H 3.258 -0.332 -3.778
H 3.800 -2.506 -2.821
H 2.079 -3.827 -1.566
H 1.923 -3.858 -3.320
H 0.807 -2.899 -2.365
H 0.497 -1.033 -1.802
H 0.522 0.562 -1.039
H -1.096 -0.988 0.102
H 0.224 -2.140 0.392
H 0.643 -1.789 3.780
H -0.971 -1.925 5.617
H -3.118 -0.712 5.479
H -3.611 0.695 3.511
H -1.106 1.158 0.872
H -4.608 3.716 -0.544
H -3.267 4.490 -2.787
H 1.989 0.047 2.690
H 2.037 -1.552 1.895
H 3.601 -0.026 0.756
H 2.283 1.150 0.482

Atoms 1-2, force components in eV/Å:
C 0.110 -0.105 0.131
C -0.021 -0.053 -0.111

- LUMO energy (eV) = -1.2
- E_tot (eV) = -36255.52298
- SMILES = CC(C)C(=O)N1CCN(c2ccccc2NC(=O)c2ccc([N+](=O)[O-])o2)CC1
- Kohn-Sham gap (eV) = 7.23
- energy relative to the best compared isomer or geometry (same formula, charge and spin) (kcal per mole) = 69.5

Here are the Löwdin charges for atoms 1 to 5, given in e: atom 1 (C): -0.051, atom 2 (C): -0.328, atom 3 (C): -0.058, atom 4 (C): -0.433, atom 5 (O): 0.050

=====

[4]
Computed, not measured: C19H22N4OS in the gas phase at a distorted geometry, with ωB97M-V/def2-TZVPD.

Atoms and positions in Å:
C 0.954 1.749 -3.708
C 1.516 2.494 -2.503
C 1.805 3.946 -2.867
C 0.571 2.428 -1.310
C 0.343 1.066 -0.710
C -0.825 0.905 0.066
C -1.630 2.044 0.230
N -2.216 3.029 0.339
C -1.072 -0.347 0.692
N -2.174 -0.681 1.400
C -3.305 0.163 1.700
C -3.257 0.583 3.180
N -3.212 -0.563 4.067
C -2.126 -1.455 3.706
C -2.167 -1.874 2.227
N -0.177 -1.326 0.564
C 0.921 -1.183 -0.156
C 1.758 -2.377 -0.153
C 2.658 -2.925 -1.036
C 3.078 -4.148 -0.470
C 2.409 -4.259 0.712
O 1.610 -3.207 0.905
C 1.240 0.011 -0.835
C 2.514 0.085 -1.615
S 3.117 1.763 -1.961
H 0.113 2.306 -4.118
H 0.600 0.757 -3.437
H 1.713 1.654 -4.482
H 0.879 4.464 -3.112
H 2.471 3.992 -3.725
H 2.283 4.460 -2.036
H -0.393 2.849 -1.612
H 0.964 3.075 -0.518
H -4.215 -0.427 1.523
H -3.332 1.032 1.050
H -2.357 1.180 3.354
H -4.129 1.191 3.426
H -4.095 -1.064 4.022
H -1.187 -0.926 3.899
H -2.166 -2.336 4.348
H -3.082 -2.443 2.024
H -1.297 -2.474 1.966
H 2.967 -2.541 -1.985
H 3.779 -4.842 -0.887
H 2.423 -5.014 1.473
H 3.321 -0.393 -1.059
H 2.409 -0.423 -2.578

Atoms 1-2, force components in eV/Å:
C 0.057 0.057 0.077
C 0.333 -0.189 0.157

- LUMO energy (eV) = 0.0
- E_tot (eV) = -38902.92369
- SMILES = CC1(C)Cc2c(C#N)c(N3CCNCC3)nc(-c3ccco3)c2CS1
- Kohn-Sham gap (eV) = 7.79
- energy relative to the best compared isomer or geometry (same formula, charge and spin) (kcal per mole) = 44.7

Here are the Löwdin charges for atoms 1 to 5, given in e: atom 1 (C): -0.081, atom 2 (C): -0.792, atom 3 (C): -0.108, atom 4 (C): -0.153, atom 5 (C): -0.100